Entry from OMol25: a 6-piece molecular cluster, C19H36BCl2N5O2P overall (wB97M-V/def2-TZVPD).

For the LUMO energy, the calculation gives -2.82 eV. As for the total charge: +1. The orbital gap is 0.37720 Ha.

Each line ends with the natural charge from an NBO analysis.
Geometry (Å):
C 0.691 -3.397 -2.000  -0.62
C 1.469 -2.175 -2.514  -0.21
C 2.873 -2.149 -1.917  -0.61
C 0.751 -0.881 -2.110  -0.39
C -0.661 -0.819 -2.704  -0.78
P -1.534 0.762 -2.646  1.61
Cl -1.943 1.215 -4.546  -0.16
C -0.546 2.135 -2.072  -1.17
B -0.260 2.363 -0.494  1.19
O 0.434 1.445 0.236  -0.92
O -0.789 3.455 0.122  -0.89
C -3.171 0.641 -1.915  -0.81
C -3.336 0.238 -0.443  -0.18
C -2.314 -0.722 0.142  -0.64
Cl -3.445 1.710 0.575  -0.05
H 1.367 -4.205 -1.728  0.24
H -0.023 -3.778 -2.732  0.21
H 0.131 -3.149 -1.093  0.20
H 1.525 -2.206 -3.608  0.20
H 3.430 -3.046 -2.183  0.22
H 3.438 -1.271 -2.239  0.20
H 2.798 -2.129 -0.828  0.23
H 0.697 -0.863 -1.019  0.22
H 1.341 -0.027 -2.456  0.20
H -0.629 -1.084 -3.765  0.28
H -1.316 -1.546 -2.220  0.27
H -1.005 3.027 -2.502  0.29
H 0.408 1.975 -2.592  0.29
H 1.324 1.202 -0.025  0.52
H -0.667 4.301 -0.313  0.51
H -3.707 -0.066 -2.558  0.29
H -3.639 1.611 -2.097  0.31
H -4.317 -0.229 -0.369  0.24
H -2.463 -0.804 1.217  0.26
H -1.285 -0.395 -0.020  0.21
H -2.443 -1.718 -0.288  0.22
C -6.148 4.221 -1.300  -0.73
C -5.770 3.313 -2.376  0.32
N -5.472 2.597 -3.224  -0.38
H -5.583 3.964 -0.404  0.26
H -5.915 5.246 -1.583  0.26
H -7.212 4.143 -1.087  0.27
C -1.881 2.466 3.834  -0.73
C -1.442 1.614 4.933  0.28
N -1.097 0.931 5.788  -0.33
H -1.900 3.510 4.139  0.27
H -1.204 2.352 2.987  0.25
H -2.884 2.180 3.525  0.25
C 0.098 6.845 3.058  -0.72
C -1.236 6.263 3.159  0.30
N -2.290 5.816 3.239  -0.35
H 0.060 7.755 2.462  0.26
H 0.470 7.089 4.051  0.27
H 0.780 6.135 2.592  0.25
C 4.243 -6.152 0.432  -0.73
C 3.455 -4.954 0.695  0.32
N 2.846 -4.002 0.903  -0.38
H 4.223 -6.811 1.298  0.26
H 3.833 -6.684 -0.425  0.26
H 5.275 -5.882 0.224  0.28
C 6.841 -4.933 3.515  -0.72
C 7.098 -5.811 2.378  0.30
N 7.298 -6.503 1.483  -0.35
H 7.433 -5.255 4.369  0.26
H 7.111 -3.910 3.260  0.26
H 5.786 -4.966 3.781  0.26